ClH4N2OP in the gas phase. Source: OMol25; level of theory: ωB97M-V with the def2-TZVPD basis set.

## Properties
LUMO energy (eV): 0.62
Structure (SMILES): NP(O)NCl
ΔE to the lowest compared entry with this formula, charge and spin (kJ/mol): 295.5

Positions of all 9 atoms, in Å:
N (0.67, -0.74, -0.13)
P (-0.42, 0.36, -0.88)
O (-0.19, 1.79, 0.01)
N (-1.67, -0.30, 0.22)
Cl (-3.32, 0.26, 0.17)
H (1.42, -0.95, -0.77)
H (0.14, -1.41, 0.37)
H (-0.19, 1.24, 0.79)
H (-1.83, -1.28, -0.18)

---

C26H33N3O5S in the gas phase. Source: OMol25; level of theory: ωB97M-V with the def2-TZVPD basis set.

## Properties
LUMO energy (eV): 0.65
Structure (SMILES): CC(C)N(Cc1ccccc1)C(=O)CN1C(=O)COc2ccc(S(=O)(=O)N3CCCCCC3)cc21
ΔE to the lowest compared entry with this formula, charge and spin (kJ/mol): 112.0

Positions of all 68 atoms, in Å:
C (0.04, -0.55, -4.64)
C (-0.45, -0.27, -3.22)
C (-1.91, -0.67, -3.04)
N (0.44, -0.91, -2.25)
C (0.43, -2.35, -2.14)
C (-0.35, -2.89, -0.96)
C (-0.33, -4.26, -0.72)
C (-1.01, -4.79, 0.36)
C (-1.72, -3.96, 1.21)
C (-1.75, -2.60, 0.98)
C (-1.07, -2.07, -0.11)
C (1.30, -0.12, -1.58)
O (1.28, 1.10, -1.66)
C (2.42, -0.76, -0.73)
N (2.09, -1.70, 0.32)
C (2.59, -2.95, 0.26)
O (3.20, -3.36, -0.71)
C (2.31, -3.85, 1.45)
O (2.14, -3.19, 2.68)
C (1.42, -2.04, 2.63)
C (0.76, -1.61, 3.77)
C (0.01, -0.45, 3.75)
C (-0.04, 0.30, 2.59)
S (-1.18, 1.69, 2.48)
O (-2.41, 1.15, 1.95)
O (-1.22, 2.33, 3.76)
N (-0.55, 2.71, 1.37)
C (0.67, 3.38, 1.74)
C (0.89, 4.70, 1.00)
C (-0.39, 5.53, 0.87)
C (-1.19, 5.18, -0.39)
C (-1.92, 3.85, -0.32)
C (-1.00, 2.66, 0.00)
C (0.65, -0.08, 1.46)
C (1.39, -1.26, 1.46)
H (-0.10, -1.60, -4.91)
H (1.09, -0.30, -4.73)
H (-0.53, 0.05, -5.35)
H (-0.36, 0.80, -3.03)
H (-2.29, -0.37, -2.07)
H (-2.05, -1.74, -3.15)
H (-2.51, -0.17, -3.80)
H (1.45, -2.74, -2.10)
H (-0.02, -2.75, -3.06)
H (0.23, -4.90, -1.38)
H (-0.99, -5.86, 0.53)
H (-2.25, -4.38, 2.06)
H (-2.30, -1.94, 1.63)
H (-1.12, -1.01, -0.27)
H (2.96, 0.09, -0.30)
H (3.09, -1.29, -1.41)
H (3.15, -4.54, 1.57)
H (1.41, -4.44, 1.21)
H (0.83, -2.22, 4.66)
H (-0.53, -0.11, 4.62)
H (0.59, 3.55, 2.82)
H (1.54, 2.72, 1.57)
H (1.29, 4.49, 0.01)
H (1.64, 5.26, 1.55)
H (-1.02, 5.38, 1.75)
H (-0.12, 6.58, 0.82)
H (-1.93, 5.97, -0.57)
H (-0.51, 5.18, -1.25)
H (-2.68, 3.88, 0.46)
H (-2.41, 3.66, -1.27)
H (-1.58, 1.74, -0.10)
H (-0.14, 2.63, -0.68)
H (0.61, 0.54, 0.58)

---

A molecular structure, C34H31N6O5SSeW. Source: OMol25; level of theory: ωB97M-V with the def2-TZVPD basis set.

## Properties
LUMO energy (alpha / beta) (eV): -3.50 / -3.50
Net charge: +1
ΔE to the lowest compared entry with this formula, charge and spin (kJ/mol): 0.0

Positions of all 79 atoms, in Å:
W (-1.01, 0.75, -0.34)
C (-1.72, 5.05, -1.44)
C (-1.77, 3.66, -0.91)
N (-0.97, 2.72, -1.24)
N (0.02, 3.02, -2.16)
C (0.88, 2.06, -2.13)
O (0.76, 1.05, -1.31)
C (2.02, 2.01, -3.06)
C (3.03, 1.07, -2.86)
C (4.10, 1.00, -3.74)
C (4.16, 1.87, -4.82)
C (3.16, 2.81, -5.02)
C (2.09, 2.89, -4.14)
C (-2.76, 3.25, 0.07)
C (-3.71, 4.14, 0.57)
C (-4.64, 3.70, 1.48)
C (-4.59, 2.37, 1.88)
C (-3.62, 1.55, 1.35)
N (-2.70, 1.95, 0.45)
H (-0.97, 5.12, -2.22)
H (-1.46, 5.74, -0.63)
H (-2.69, 5.34, -1.84)
H (2.97, 0.41, -2.00)
H (4.89, 0.28, -3.57)
H (5.00, 1.82, -5.50)
H (3.21, 3.48, -5.86)
H (1.30, 3.61, -4.29)
H (-3.69, 5.16, 0.23)
H (-5.39, 4.37, 1.88)
H (-5.29, 1.97, 2.59)
H (-3.58, 0.53, 1.67)
O (-3.50, -2.63, 0.59)
C (-2.78, -1.53, 0.62)
O (-2.80, -0.69, -0.27)
C (-2.01, -1.25, 1.85)
C (-2.02, -1.94, 3.03)
C (-1.23, -1.47, 4.08)
C (-0.47, -0.33, 3.89)
C (-0.51, 0.30, 2.65)
N (-1.26, -0.15, 1.67)
C (0.28, 1.53, 2.29)
O (0.98, 2.10, 3.10)
O (0.08, 1.87, 1.05)
H (-3.95, -2.68, -0.27)
H (-2.63, -2.83, 3.13)
H (-1.21, -2.00, 5.02)
H (0.16, 0.09, 4.66)
C (2.81, -2.96, 5.08)
C (2.22, -2.68, 3.72)
C (1.30, -3.54, 3.15)
C (0.71, -3.28, 1.91)
C (-0.22, -4.31, 1.33)
C (1.06, -2.10, 1.23)
Se (0.14, -1.71, -0.42)
C (2.07, -1.27, 1.75)
C (2.67, -0.13, 0.98)
C (2.61, -1.57, 3.00)
H (2.63, -3.99, 5.39)
H (2.38, -2.30, 5.84)
H (3.89, -2.79, 5.08)
H (1.03, -4.46, 3.67)
H (-0.37, -5.13, 2.03)
H (0.20, -4.72, 0.41)
H (-1.19, -3.90, 1.06)
H (1.96, 0.39, 0.34)
H (3.47, -0.52, 0.34)
H (3.12, 0.60, 1.66)
H (3.37, -0.91, 3.40)
S (-1.83, 0.33, -2.70)
C (-0.94, -1.04, -3.27)
N (0.37, -0.88, -3.61)
C (1.15, -1.89, -4.01)
C (0.61, -3.13, -4.15)
C (-0.76, -3.24, -3.86)
N (-1.51, -2.24, -3.44)
H (0.78, 0.04, -3.47)
H (2.19, -1.64, -4.20)
H (1.20, -3.97, -4.47)
H (-1.27, -4.19, -3.98)

---

C4H6N2O in the gas phase. Source: OMol25; level of theory: ωB97M-V with the def2-TZVPD basis set.

## Properties
LUMO energy (eV): 0.72
Structure (SMILES): [H]/N=C/OCCC#N
ΔE to the lowest compared entry with this formula, charge and spin (kJ/mol): 129.8

Positions of all 13 atoms, in Å:
H (-2.96, 1.36, -0.60)
N (-2.04, 0.92, -0.61)
C (-2.01, -0.05, 0.19)
O (-0.93, -0.83, 0.38)
C (0.24, -0.54, -0.38)
C (1.30, 0.01, 0.58)
C (2.56, 0.25, -0.12)
N (3.55, 0.43, -0.70)
H (-2.82, -0.40, 0.84)
H (0.01, 0.19, -1.16)
H (0.58, -1.47, -0.82)
H (0.95, 0.94, 1.03)
H (1.48, -0.71, 1.39)

---

2 unconnected molecules or ions with the total composition C6H14O. Source: OMol25; level of theory: ωB97M-V with the def2-TZVPD basis set.

## Properties
LUMO energy (eV): 0.65
Structure (SMILES): C=CCCCC.O
ΔE to the lowest compared entry with this formula, charge and spin (kJ/mol): 149.8

Positions of all 21 atoms, in Å:
C (-2.03, 1.21, -0.48)
C (-1.38, 1.02, 0.66)
C (0.02, 1.49, 0.82)
C (1.17, 0.48, 0.62)
C (0.92, -0.98, 1.08)
C (0.87, -1.01, 2.67)
H (-1.52, 1.72, -1.31)
H (-3.01, 0.80, -0.75)
H (-1.77, 0.59, 1.57)
H (0.22, 2.38, 0.20)
H (0.20, 1.86, 1.84)
H (1.38, 0.42, -0.45)
H (2.16, 0.88, 0.95)
H (1.74, -1.59, 0.71)
H (-0.04, -1.32, 0.69)
H (0.40, -1.98, 2.92)
H (0.40, -0.07, 3.03)
H (1.87, -1.00, 3.07)
O (-0.45, -1.49, -6.35)
H (-1.19, -1.30, -5.75)
H (0.01, -2.10, -5.77)

---

A molecular structure, C21H23ClIrN3O6S2. Source: OMol25; level of theory: ωB97M-V with the def2-TZVPD basis set.

## Properties
LUMO energy (eV): -0.02
ΔE to the lowest compared entry with this formula, charge and spin (kJ/mol): 135.1

Positions of all 57 atoms, in Å:
Ir (-0.47, 2.18, 0.49)
S (1.34, 2.30, 4.55)
C (-0.35, 2.30, 4.79)
C (-1.04, 2.29, 3.61)
C (-0.18, 2.30, 2.48)
C (1.13, 2.29, 2.84)
C (2.16, 2.26, 1.85)
C (3.53, 2.26, 2.10)
C (4.40, 2.24, 1.03)
C (3.90, 2.23, -0.27)
C (2.53, 2.24, -0.44)
N (1.69, 2.25, 0.60)
H (-0.75, 2.30, 5.79)
H (-2.12, 2.30, 3.55)
H (3.89, 2.27, 3.12)
H (5.47, 2.23, 1.20)
H (4.55, 2.23, -1.13)
H (2.07, 2.24, -1.42)
O (0.49, 5.49, -1.91)
Cl (-0.40, 4.46, -1.47)
O (-1.71, 4.63, -2.05)
O (0.12, 3.14, -1.81)
O (-0.51, 4.47, 0.01)
C (-3.28, -0.82, -2.00)
N (-3.38, 0.15, -0.92)
C (-3.02, 1.42, -1.03)
N (-2.87, 1.97, -2.22)
S (-2.90, 2.38, 0.42)
H (-3.36, -1.82, -1.58)
H (-2.31, -0.73, -2.50)
H (-4.09, -0.68, -2.72)
H (-3.42, -0.19, 0.03)
H (-2.70, 1.39, -3.03)
H (-2.52, 2.92, -2.26)
C (0.74, -6.15, -0.73)
C (0.46, -4.68, -0.62)
C (1.09, -3.76, -1.44)
C (0.88, -2.39, -1.30)
C (1.59, -1.43, -2.23)
C (0.01, -1.94, -0.31)
C (-0.67, -2.85, 0.52)
C (-1.65, -2.39, 1.57)
C (-0.44, -4.20, 0.34)
C (-0.18, -0.47, -0.10)
O (-0.54, 0.26, -1.04)
O (-0.01, 0.03, 1.06)
H (1.37, -6.37, -1.59)
H (-0.19, -6.72, -0.83)
H (1.25, -6.51, 0.16)
H (1.78, -4.11, -2.20)
H (2.46, -1.90, -2.68)
H (1.90, -0.52, -1.71)
H (0.91, -1.11, -3.03)
H (-2.43, -1.77, 1.12)
H (-1.15, -1.77, 2.32)
H (-2.12, -3.24, 2.05)
H (-0.96, -4.91, 0.97)

---

A molecular structure, C21H48INO2P3Ti. Source: OMol25; level of theory: ωB97M-V with the def2-TZVPD basis set.

## Properties
LUMO energy (alpha / beta) (eV): -7.72 / -8.62
2S+1: 2
Net charge: +2
ΔE to the lowest compared entry with this formula, charge and spin (kJ/mol): 78.5

Positions of all 77 atoms, in Å:
C (0.07, 0.72, -4.78)
C (0.01, 1.71, -3.69)
H (0.10, 1.23, -5.78)
H (-0.83, 0.07, -4.82)
H (0.89, -0.02, -4.83)
O (-0.20, 2.85, -4.05)
I (0.31, -3.06, -1.92)
Ti (0.08, -0.41, -1.75)
P (2.49, 0.15, -2.39)
C (3.24, 1.56, -1.50)
C (3.49, -1.28, -1.85)
H (4.54, -1.00, -1.93)
H (4.25, 0.69, -3.89)
H (3.27, -2.14, -2.50)
H (3.11, -0.50, -4.62)
H (3.33, 1.35, -0.43)
H (3.28, -1.60, -0.82)
C (3.19, 0.43, -4.05)
H (4.23, 1.70, -1.95)
H (2.67, 1.24, -4.56)
H (2.63, 2.46, -1.64)
P (-2.37, 0.16, -2.36)
C (-3.10, 1.62, -1.53)
C (-3.13, 0.30, -4.01)
H (-2.97, -2.18, -2.01)
H (-4.38, -1.07, -1.95)
H (-3.29, -1.23, -0.55)
C (-3.34, -1.21, -1.64)
H (-3.01, -0.66, -4.54)
H (-4.19, 0.49, -3.85)
H (-4.08, 1.79, -2.00)
H (-2.46, 2.50, -1.68)
H (-2.68, 1.11, -4.60)
H (-3.22, 1.44, -0.46)
C (0.14, 1.82, -1.92)
O (0.22, 2.87, -1.33)
C (1.81, -0.09, 3.85)
C (1.60, 0.31, 2.38)
C (1.70, 1.84, 2.21)
C (2.75, -0.31, 1.57)
P (-0.06, -0.32, 1.71)
N (-0.02, -0.27, 0.08)
C (-0.34, -2.09, 2.22)
C (-0.72, -2.24, 3.71)
C (-1.49, -2.74, 1.39)
C (0.91, -2.93, 1.89)
C (-1.43, 0.83, 2.34)
C (-1.37, 2.18, 1.60)
C (-2.80, 0.18, 2.01)
C (-1.32, 1.08, 3.86)
H (2.76, 0.36, 4.20)
H (1.95, -1.18, 3.98)
H (1.02, 0.28, 4.52)
H (2.73, 2.17, 2.41)
H (1.46, 2.16, 1.19)
H (1.08, 2.37, 2.93)
H (3.71, 0.21, 1.79)
H (2.91, -1.37, 1.79)
H (2.56, -0.20, 0.49)
H (-1.73, -1.84, 3.95)
H (-0.78, -3.32, 3.93)
H (0.02, -1.81, 4.40)
H (-1.25, -2.71, 0.31)
H (-1.56, -3.80, 1.67)
H (-2.47, -2.28, 1.59)
H (1.20, -2.81, 0.84)
H (1.74, -2.73, 2.57)
H (0.66, -3.99, 2.01)
H (-1.12, 2.04, 0.55)
H (-2.34, 2.71, 1.64)
H (-0.63, 2.86, 2.04)
H (-3.00, -0.69, 2.65)
H (-3.61, 0.91, 2.19)
H (-2.84, -0.12, 0.95)
H (-1.30, 0.15, 4.44)
H (-0.45, 1.69, 4.13)
H (-2.21, 1.63, 4.19)

---

A gas-phase ion, C4H7OS (charge +1). Source: OMol25; level of theory: ωB97M-V with the def2-TZVPD basis set.

## Properties
LUMO energy (eV): -6.33
Net charge: +1
ΔE to the lowest compared entry with this formula, charge and spin (kJ/mol): 200.0

Positions of all 13 atoms, in Å:
C (-1.18, 0.80, -0.40)
C (-0.32, 1.70, -0.17)
C (-1.29, -0.68, -0.02)
C (0.29, -0.98, -0.04)
O (1.00, 0.02, 0.58)
S (2.49, 0.38, -0.15)
H (-2.18, 1.15, -0.74)
H (0.55, 2.29, -0.01)
H (-1.76, -0.82, 0.93)
H (-1.81, -1.17, -0.87)
H (0.37, -1.81, 0.77)
H (0.67, -1.32, -0.93)
H (3.17, 0.44, 1.06)

---

A gas-phase ion, C6H8NS (charge -1). Source: OMol25; level of theory: ωB97M-V with the def2-TZVPD basis set.

## Properties
LUMO energy (alpha / beta) (eV): 3.78 / 3.93
Net charge: -1
ΔE to the lowest compared entry with this formula, charge and spin (kJ/mol): 425.7

Positions of all 16 atoms, in Å:
C (0.98, 0.19, 0.85)
C (-0.07, -0.78, 0.94)
C (0.74, 1.45, 0.38)
C (-1.22, -0.69, 0.21)
C (1.68, 2.54, 0.00)
C (-2.42, -1.75, 0.40)
N (-1.39, 0.36, -0.59)
S (-2.81, 1.19, -0.78)
H (1.88, -0.16, 1.33)
H (0.10, -1.46, 1.81)
H (2.31, 2.72, 0.87)
H (2.27, 2.26, -0.87)
H (1.20, 3.56, -0.31)
H (-2.40, -2.50, -0.33)
H (-2.28, -2.08, 1.39)
H (-3.25, -1.04, 0.29)

---

9 unconnected molecules or ions with the total composition C26H53FO28S8. Source: OMol25; level of theory: ωB97M-V with the def2-TZVPD basis set.

## Properties
LUMO energy (eV): 0.07
Structure (SMILES): CCOS(C)(=O)=O.CCOS(C)(=O)=O.CCOS(C)(=O)=O.CCOS(C)(=O)=O.O=S1(=O)OCCO1.O=S1(=O)OCCO1.O=S1(=O)OCCO1.O=S1(=O)OCCO1.Fc1ccccc1

Positions of all 116 atoms, in Å:
C (2.21, -2.01, -2.80)
C (1.73, -1.77, -1.30)
O (0.29, -1.51, -1.24)
S (-0.09, 0.08, -1.26)
C (-1.92, -0.16, -0.96)
O (0.47, 0.85, -0.15)
O (0.22, 0.63, -2.58)
H (1.78, -1.17, -3.36)
H (1.96, -2.93, -3.27)
H (3.29, -1.92, -2.82)
H (1.91, -2.58, -0.63)
H (2.20, -0.87, -0.98)
H (-1.98, -0.75, -0.06)
H (-2.44, -0.77, -1.73)
H (-2.23, 0.82, -0.74)
C (-2.72, 0.95, 6.20)
C (-3.80, 1.58, 5.26)
O (-4.61, 0.50, 4.81)
S (-5.13, 0.42, 3.33)
C (-4.03, -0.76, 2.74)
O (-6.50, -0.06, 3.29)
O (-4.99, 1.68, 2.62)
H (-1.80, 0.64, 5.70)
H (-3.17, 0.03, 6.51)
H (-2.50, 1.58, 7.04)
H (-4.42, 2.29, 5.83)
H (-3.46, 2.21, 4.44)
H (-3.07, -0.31, 3.03)
H (-4.12, -0.79, 1.64)
H (-4.26, -1.74, 3.25)
C (-0.55, 7.26, -4.95)
C (-1.46, 6.17, -4.29)
O (-0.59, 5.12, -3.73)
S (0.02, 5.44, -2.28)
C (0.48, 3.76, -1.72)
O (1.15, 6.34, -2.29)
O (-1.12, 5.81, -1.44)
H (0.08, 6.68, -5.67)
H (0.04, 7.75, -4.17)
H (-1.11, 8.08, -5.46)
H (-2.03, 6.58, -3.44)
H (-2.19, 5.62, -4.93)
H (-0.49, 3.23, -1.89)
H (0.75, 3.85, -0.68)
H (1.21, 3.38, -2.41)
C (-1.66, 2.38, -5.07)
C (-0.38, 1.57, -5.46)
O (0.62, 2.42, -6.16)
S (0.52, 2.42, -7.74)
C (1.78, 1.19, -8.06)
O (-0.72, 1.85, -8.24)
O (0.97, 3.71, -8.14)
H (-1.37, 3.28, -4.54)
H (-2.38, 1.83, -4.45)
H (-2.20, 2.62, -6.01)
H (0.12, 1.10, -4.61)
H (-0.66, 0.73, -6.11)
H (1.91, 1.11, -9.12)
H (1.45, 0.26, -7.63)
H (2.63, 1.55, -7.52)
O (0.42, 2.81, 2.58)
S (-0.92, 2.55, 2.21)
O (-1.52, 1.29, 1.97)
O (-1.97, 3.35, 3.21)
C (-2.80, 4.21, 2.38)
C (-2.53, 3.86, 0.87)
O (-1.16, 3.48, 0.91)
H (-3.76, 4.12, 2.85)
H (-2.50, 5.28, 2.47)
H (-2.67, 4.76, 0.22)
H (-3.16, 3.01, 0.65)
O (-3.21, -2.76, 0.45)
S (-2.91, -4.10, 0.17)
O (-3.72, -5.27, 0.02)
O (-2.03, -4.03, -1.17)
C (-0.74, -4.61, -0.96)
C (-0.76, -5.27, 0.43)
O (-1.70, -4.47, 1.17)
H (-0.54, -5.32, -1.72)
H (-0.01, -3.84, -1.11)
H (0.21, -5.39, 0.87)
H (-1.08, -6.33, 0.28)
O (-2.00, -2.21, 3.71)
S (-0.80, -2.77, 4.31)
O (-0.69, -3.52, 5.48)
O (0.11, -3.42, 3.13)
C (0.45, -2.34, 2.25)
C (0.72, -1.12, 3.19)
O (0.16, -1.43, 4.47)
H (1.35, -2.64, 1.65)
H (-0.37, -2.16, 1.58)
H (0.39, -0.19, 2.73)
H (1.81, -1.09, 3.29)
O (3.91, -1.47, 2.03)
S (4.61, -1.44, 0.78)
O (4.52, -2.36, -0.30)
O (4.29, 0.09, 0.20)
C (5.18, 1.07, 0.83)
C (6.21, 0.23, 1.74)
O (6.12, -1.10, 1.21)
H (5.80, 1.63, 0.17)
H (4.63, 1.78, 1.45)
H (5.84, 0.19, 2.78)
H (7.28, 0.38, 1.63)
F (2.59, -4.97, 0.77)
C (2.78, -5.44, 2.07)
C (2.68, -6.79, 2.28)
C (2.90, -7.25, 3.56)
C (3.19, -6.37, 4.60)
C (3.23, -4.99, 4.34)
C (3.05, -4.53, 3.08)
H (2.46, -7.43, 1.43)
H (2.89, -8.35, 3.72)
H (3.32, -6.80, 5.58)
H (3.51, -4.28, 5.10)
H (3.31, -3.52, 2.83)

---

2 unconnected molecules or ions with the total composition C4H13NOS. Source: OMol25; level of theory: ωB97M-V with the def2-TZVPD basis set.

## Properties
LUMO energy (alpha / beta) (eV): -2.70 / -7.41
2S+1: 2
Net charge: +1
ΔE to the lowest compared entry with this formula, charge and spin (kJ/mol): 81.6

Positions of all 20 atoms, in Å:
C (-1.07, 2.20, 0.45)
C (-1.88, 1.13, 1.20)
S (-2.39, -0.42, 0.43)
C (0.45, 1.90, 0.56)
N (0.69, 0.61, -0.10)
C (1.91, -0.09, 0.37)
H (-1.24, 3.20, 0.83)
H (-1.32, 2.08, -0.60)
H (-1.52, 0.91, 2.20)
H (-2.78, 1.68, 1.48)
H (-2.83, -0.02, -0.75)
H (0.81, 1.89, 1.59)
H (1.13, 2.63, 0.11)
H (-0.19, 0.16, -0.41)
H (2.67, 0.69, 0.45)
H (1.64, -0.55, 1.32)
H (2.25, -0.74, -0.42)
H (3.82, -4.43, -1.95)
H (4.67, -3.69, -2.99)
O (3.74, -3.90, -2.77)

---

| no. | electronic energy (eV) |
| --- | --- |
| 1 | -26903.3088 |
| 2 | -53041.6735 |
| 3 | -132945.1219 |
| 4 | -9272.1565 |
| 5 | -8495.3395 |
| 6 | -75931.8976 |
| 7 | -87209.2843 |
| 8 | -17131.8552 |
| 9 | -18673.2970 |
| 10 | -174543.0568 |
| 11 | -18722.8153 |